A molecular structure, C23H41LaN2P3Se in a non-equilibrium geometry, computed with ωB97M-V/def2-TZVPD.

Atoms and positions in Å:
1 La 0.805 -0.935 1.834
2 P 2.435 2.116 -0.203
3 P -2.404 1.011 -1.294
4 P 0.533 -1.222 -1.646
5 H 2.139 -2.417 3.103
6 C 3.001 -1.996 2.497
7 C 3.176 -0.785 1.811
8 H 2.962 -0.620 0.699
9 C 3.052 2.646 1.401
10 C 1.138 3.173 -0.852
11 C 3.842 2.098 -1.322
12 C -4.057 0.214 -1.466
13 C -2.941 2.473 -0.327
14 C -2.225 1.761 -2.968
15 C 1.931 -2.397 -1.893
16 C 1.023 0.007 -2.928
17 C -0.755 -2.133 -2.600
18 H 3.870 -2.667 2.619
19 H 3.999 -0.135 2.146
20 H 3.465 1.781 1.934
21 H 2.245 3.082 2.009
22 H 3.845 3.409 1.300
23 H 0.363 3.330 -0.090
24 H 0.672 2.697 -1.729
25 H 1.545 4.146 -1.160
26 H 4.697 1.591 -0.847
27 H 4.129 3.139 -1.547
28 H 3.609 1.578 -2.259
29 H -4.668 0.806 -2.150
30 H -4.534 0.209 -0.483
31 H -3.945 -0.812 -1.829
32 H -3.675 3.051 -0.917
33 H -2.055 3.085 -0.088
34 H -3.399 2.130 0.612
35 H -3.126 2.332 -3.209
36 H -2.062 0.974 -3.721
37 H -1.381 2.465 -2.972
38 H 2.129 -2.485 -2.969
39 H 1.691 -3.379 -1.472
40 H 2.818 -2.001 -1.385
41 H 1.328 -0.533 -3.836
42 H 1.884 0.585 -2.571
43 H 0.205 0.697 -3.173
44 H -0.310 -2.538 -3.514
45 H -1.588 -1.485 -2.885
46 H -1.141 -2.954 -1.995
47 C -1.082 -3.541 0.810
48 C 0.005 -3.694 1.711
49 C 1.133 -4.402 1.266
50 C 1.050 -5.208 0.128
51 C -0.183 -5.375 -0.511
52 C -1.247 -4.551 -0.169
53 Se -2.048 -1.957 0.749
54 H 1.760 0.832 -0.202
55 H -0.110 -3.305 2.742
56 H 2.080 -4.349 1.801
57 H 1.928 -5.752 -0.230
58 H -0.303 -6.150 -1.273
59 H -2.182 -4.595 -0.718
60 N -4.370 4.804 3.470
61 C -3.564 3.967 3.354
62 C -2.631 2.889 3.150
63 C -1.300 3.136 2.823
64 C -0.443 2.081 2.589
65 N -0.830 0.788 2.706
66 C -2.126 0.549 3.030
67 C -3.029 1.557 3.308
68 H -0.943 4.151 2.725
69 H 0.611 2.233 2.337
70 H -2.412 -0.507 3.081
71 H -4.026 1.305 3.658

As for the highest occupied orbital energy (alpha / beta): -0.593 / -0.596 hartree. The value obtained for the electronic energy is -4466.47700 Eh. As for the total charge: +3. As for the largest force on an atom: 2.74 eV Å⁻¹.